15
Properties=species:S:1:pos:R:3:forces:R:3 method="wB97M-V/def2-TZVPD" lumo_ev=0.53 smiles="O=C1N[C@H]2C[C@]1(S)C2" e_above_lowest_kj_mol=411.9 max_force_ev_per_a=7.53 total_charge=0 e_tot_ev=-19667.334
O 2.277 -0.367 -1.088 -4.736 1.192 -0.358
C 1.062 -0.068 -0.829 0.065 -2.752 0.367
N -0.181 -0.293 -1.417 1.171 -3.491 -6.574
C -1.278 -0.189 -0.456 0.016 1.081 0.033
C -0.780 1.128 0.190 0.572 1.950 2.263
C 0.446 0.335 0.576 1.982 -2.243 -1.080
S 1.923 0.750 1.462 1.132 -0.391 0.552
C -0.638 -0.862 0.866 0.510 0.629 0.216
H -0.364 -0.956 -2.467 1.092 2.763 4.518
H -2.316 -0.255 -1.027 2.201 -0.169 1.771
H -1.169 1.166 1.272 -0.529 1.544 -2.043
H -0.431 2.067 -0.361 -1.528 -1.054 0.584
H 2.875 -0.007 0.561 -2.037 1.385 1.320
H -1.175 -0.553 1.823 0.569 -0.909 -1.288
H -0.250 -1.897 0.895 -0.480 0.466 -0.280